Arrangement i

A 2-piece molecular cluster, C7H13NO overall. Source: the Open Molecules 2025 dataset; level of theory: ωB97M-V with the def2-TZVPD basis set.

Each line ends with the natural charge from an NBO analysis.
Positions of all 22 atoms, in Å:
C (-0.627, 0.463, 0.716)  0.1119
C (0.623, 1.285, 0.263)  -0.2973
C (-0.434, -0.616, 1.749)  -0.6319
C (-1.905, 0.447, -0.074)  -0.6472
C (1.973, -1.225, -0.541)  -0.7235
C (0.773, -0.505, -1.030)  0.1365
C (0.160, -0.607, -2.189)  -0.5264
N (-0.358, 1.908, 1.298)  0.0491
O (-1.177, 2.826, 1.075)  -0.3968
H (0.629, 1.870, -0.649)  0.2506
H (1.558, 1.039, 0.750)  0.2253
H (-2.725, 0.725, 0.592)  0.2397
H (-0.412, -1.605, 1.288)  0.2172
H (0.488, -0.477, 2.315)  0.2201
H (-1.267, -0.575, 2.455)  0.2321
H (-1.888, 1.193, -0.869)  0.2277
H (-2.095, -0.537, -0.500)  0.2256
H (1.811, -1.682, 0.438)  0.2244
H (2.830, -0.551, -0.451)  0.2236
H (2.254, -2.024, -1.239)  0.2241
H (0.508, -1.320, -2.940)  0.2031
H (-0.720, -0.035, -2.457)  0.2121

Its HOMO-LUMO gap (alpha / beta) is 8.577 / 7.977 eV. As for the HOMO energy (alpha / beta): -8.42 / -7.93 eV. As for the lowest unoccupied orbital energy (alpha / beta): 0.0057 / 0.0018 Eh.


Arrangement ii

C7H13NO in the gas phase. Source: the Open Molecules 2025 dataset; level of theory: ωB97M-V with the def2-TZVPD basis set.

Each line ends with the natural charge from an NBO analysis.
Positions of all 22 atoms, in Å:
C (2.070, 1.618, 0.279)  -0.6541
C (0.802, 0.811, 0.139)  -0.1196
C (-0.482, 0.973, 0.549)  0.3115
O (-1.118, 1.824, 1.253)  -0.6396
C (-0.980, -0.156, -0.381)  0.1020
C (-2.072, -1.059, 0.150)  -0.6268
N (-1.348, 0.381, -1.710)  -0.8454
C (0.526, -0.595, -0.415)  -0.2175
C (0.976, -1.734, 0.501)  -0.6122
H (2.090, 2.335, -0.553)  0.2169
H (2.966, 1.003, 0.175)  0.2239
H (2.066, 2.239, 1.178)  0.2086
H (-0.476, 2.403, 1.699)  0.4852
H (-1.868, -1.401, 1.170)  0.2136
H (-2.188, -1.947, -0.481)  0.2064
H (-3.037, -0.539, 0.172)  0.2288
H (-1.481, -0.331, -2.422)  0.3565
H (-0.668, 1.044, -2.079)  0.3632
H (0.928, -0.775, -1.422)  0.1809
H (0.424, -1.751, 1.447)  0.2051
H (0.828, -2.701, 0.008)  0.2051
H (2.040, -1.643, 0.742)  0.2073

Its HOMO-LUMO gap is 8.637 eV. As for the HOMO energy: -7.98 eV. As for the lowest unoccupied orbital energy: 0.0243 Eh.


Name the most stable of them. arrangement ii.


Arrangement i

C3H2N2OS as an isolated structure. Source: the Open Molecules 2025 dataset; level of theory: ωB97M-V with the def2-TZVPD basis set.

Each line ends with the natural charge from an NBO analysis.
Positions of all 9 atoms, in Å:
C (-0.755, -1.900, 0.046)  -0.1243
C (0.395, 1.286, -0.515)  0.1022
C (0.926, 1.787, 0.755)  0.1867
H (-0.796, -2.741, 0.922)  0.2276
H (-1.920, -1.720, -0.660)  0.2541
N (0.241, -0.932, 0.364)  -0.1086
N (1.654, 2.060, 1.679)  -0.2125
O (-0.283, 0.198, -0.608)  -0.4014
S (0.539, 1.962, -1.984)  0.0763

Its HOMO-LUMO gap is 8.054 eV. As for the HOMO energy: -9.32 eV. As for the lowest unoccupied orbital energy: -0.0466 Eh.


Arrangement ii

C3H2N2OS as an isolated structure. Source: the Open Molecules 2025 dataset; level of theory: ωB97M-V with the def2-TZVPD basis set.

Each line ends with the natural charge from an NBO analysis.
Positions of all 9 atoms, in Å:
C (-0.986, -0.220, 0.292)  -0.2598
C (-0.727, 0.821, -0.811)  0.5011
C (0.935, -0.715, 0.443)  -0.3183
N (0.584, 0.746, -1.308)  -0.1887
N (1.240, -0.212, -0.802)  -0.0795
O (-1.579, 1.567, -1.257)  -0.4551
S (-2.085, -0.248, 1.390)  0.3098
H (1.233, -0.039, 1.377)  0.2552
H (1.386, -1.701, 0.675)  0.2353

Its HOMO-LUMO gap (alpha / beta) is 6.569 / 6.567 eV. As for the HOMO energy (alpha / beta): -8.68 / -8.68 eV. As for the lowest unoccupied orbital energy (alpha / beta): -0.0776 / -0.0776 Eh.


Name the most stable of them. arrangement ii.


Arrangement i

A 2-piece molecular cluster, CH2F2N2 overall. Source: the Open Molecules 2025 dataset; level of theory: ωB97M-V with the def2-TZVPD basis set.

Each line ends with the natural charge from an NBO analysis.
Positions of all 7 atoms, in Å:
N (-1.108, -0.978, -0.886)  -0.6056
C (-2.022, -0.271, -0.561)  0.5733
N (-3.107, 0.301, -0.490)  -0.1447
F (-3.784, 0.387, 0.777)  -0.2224
H (-0.221, -0.620, -1.036)  0.3987
F (1.195, 0.958, 0.742)  -0.5691
H (1.872, 0.655, 1.392)  0.5699

Its HOMO-LUMO gap is 10.728 eV. As for the HOMO energy: -10.63 eV. As for the lowest unoccupied orbital energy: 0.0038 Eh.


Arrangement ii

CH2F2N2 as an isolated structure. Source: the Open Molecules 2025 dataset; level of theory: ωB97M-V with the def2-TZVPD basis set.

Each line ends with the natural charge from an NBO analysis.
Positions of all 7 atoms, in Å:
C (1.685, -0.167, -0.067)  0.4335
N (-1.316, 0.184, -0.380)  -0.5779
N (0.408, -0.212, 0.054)  -0.0168
F (2.260, 0.350, -1.092)  -0.2869
F (0.030, -0.850, 1.306)  -0.2540
H (-1.457, 1.112, -0.150)  0.3451
H (-1.610, -0.417, 0.329)  0.3570

Its HOMO-LUMO gap (alpha / beta) is 8.975 / 8.976 eV. As for the HOMO energy (alpha / beta): -9.63 / -9.63 eV. As for the lowest unoccupied orbital energy (alpha / beta): -0.0240 / -0.0240 Eh.


Name the most stable of them. arrangement i.


Arrangement i

A 2-piece molecular cluster, CH2F2N2 overall. Source: the Open Molecules 2025 dataset; level of theory: ωB97M-V with the def2-TZVPD basis set.

Each line ends with the natural charge from an NBO analysis.
Positions of all 7 atoms, in Å:
C (0.034, 0.122, 0.385)  0.3470
N (-2.697, -0.960, 0.284)  -0.2270
N (1.084, 0.718, -0.015)  -0.2010
F (0.243, -1.182, 0.274)  -0.3356
F (1.334, 2.031, -0.023)  -0.1756
H (-1.888, -1.059, -0.358)  0.2128
H (1.890, 0.329, -0.547)  0.3794

Its HOMO-LUMO gap (alpha / beta) is 9.559 / 9.410 eV. As for the HOMO energy (alpha / beta): -10.17 / -10.04 eV. As for the lowest unoccupied orbital energy (alpha / beta): -0.0226 / -0.0232 Eh.


Arrangement ii

A 2-piece molecular cluster, CH2F2N2 overall. Source: the Open Molecules 2025 dataset; level of theory: ωB97M-V with the def2-TZVPD basis set.

Each line ends with the natural charge from an NBO analysis.
Positions of all 7 atoms, in Å:
C (0.606, 0.044, 0.136)  0.7661
N (0.874, -1.124, 0.273)  -0.6928
N (-1.296, 0.715, 0.058)  -0.2266
F (1.280, 1.172, 0.085)  -0.3075
F (-2.021, -0.449, -0.036)  -0.2487
H (1.836, -1.426, 0.393)  0.3927
H (-1.279, 1.067, -0.908)  0.3167

Its HOMO-LUMO gap is 10.470 eV. As for the HOMO energy: -10.14 eV. As for the lowest unoccupied orbital energy: 0.0121 Eh.


Name the most stable of them. arrangement ii.


Arrangement i

C5H8O2S in the gas phase. Source: the Open Molecules 2025 dataset; level of theory: ωB97M-V with the def2-TZVPD basis set.

Each line ends with the natural charge from an NBO analysis.
Positions of all 16 atoms, in Å:
O (2.355, -0.897, 0.758)  -0.5019
C (2.238, -0.051, -0.128)  0.3994
C (0.988, -0.134, -1.108)  -0.0903
O (0.362, 1.099, -1.035)  -0.5414
C (-0.851, 1.182, -0.315)  -0.0735
C (-0.806, 0.288, 0.824)  -0.4582
C (-1.019, -1.251, 0.600)  -0.4895
S (-0.262, -1.641, -1.047)  0.1359
H (2.712, 1.010, -0.261)  0.1436
H (1.220, -0.345, -2.175)  0.2148
H (-0.760, 2.242, -0.021)  0.2072
H (-1.848, 0.970, -0.901)  0.1809
H (-1.691, 0.440, 1.531)  0.2241
H (0.089, 0.261, 1.369)  0.2174
H (-0.596, -1.716, 1.448)  0.2184
H (-2.132, -1.457, 0.463)  0.2132

Its HOMO-LUMO gap is 9.593 eV. As for the HOMO energy: -9.02 eV. As for the lowest unoccupied orbital energy: 0.0212 Eh.


Arrangement ii

C5H8O2S in the gas phase. Source: the Open Molecules 2025 dataset; level of theory: ωB97M-V with the def2-TZVPD basis set.

Each line ends with the natural charge from an NBO analysis.
Positions of all 16 atoms, in Å:
O (0.515, -3.017, -0.154)  -0.6771
C (0.371, -1.853, -1.106)  -0.1646
C (0.090, -0.533, -0.461)  -0.0390
C (-0.840, 0.396, -0.513)  -0.2937
C (-0.972, 1.733, -0.001)  -0.1062
O (0.319, 2.148, 0.520)  -0.5103
C (0.699, 1.139, 1.401)  -0.2584
S (1.541, -0.296, 0.817)  0.1408
H (1.360, -2.760, 0.180)  0.4637
H (1.115, -1.670, -1.998)  0.2109
H (-0.493, -2.105, -1.836)  0.1976
H (-1.677, 0.064, -1.138)  0.2203
H (-1.513, 2.330, -0.857)  0.2255
H (-1.806, 1.916, 0.865)  0.1907
H (-0.144, 0.988, 2.153)  0.1872
H (1.433, 1.520, 2.128)  0.2127

Its HOMO-LUMO gap is 9.480 eV. As for the HOMO energy: -8.77 eV. As for the lowest unoccupied orbital energy: 0.0261 Eh.


Arrangement iii

C5H8O2S in the gas phase. Source: the Open Molecules 2025 dataset; level of theory: ωB97M-V with the def2-TZVPD basis set.

Each line ends with the natural charge from an NBO analysis.
Positions of all 16 atoms, in Å:
C (-0.442, -1.230, 0.221)  -0.4732
C (-0.740, 0.070, -0.674)  -0.2879
C (1.037, -1.496, 0.380)  -0.3348
C (0.474, 0.859, -0.839)  -0.3229
C (-1.552, 1.076, 0.287)  -0.5793
O (3.028, -0.016, -0.816)  -0.9161
O (2.068, 0.646, 1.344)  -0.9368
S (1.905, 0.039, 0.036)  2.0710
H (-0.719, -1.001, 1.193)  0.2344
H (-0.915, -2.098, -0.130)  0.2277
H (-1.185, -0.140, -1.564)  0.2261
H (1.419, -2.489, 0.119)  0.2196
H (0.696, 1.945, -0.955)  0.2303
H (-1.618, 1.955, -0.296)  0.2071
H (-1.010, 1.303, 1.240)  0.2265
H (-2.446, 0.578, 0.455)  0.2082

Its HOMO-LUMO gap (alpha / beta) is 8.815 / 7.934 eV. As for the HOMO energy (alpha / beta): -9.35 / -8.78 eV. As for the lowest unoccupied orbital energy (alpha / beta): -0.0195 / -0.0311 Eh.


Arrangement iv

C5H8O2S in the gas phase. Source: the Open Molecules 2025 dataset; level of theory: ωB97M-V with the def2-TZVPD basis set.

Each line ends with the natural charge from an NBO analysis.
Positions of all 16 atoms, in Å:
C (-1.155, 0.497, -2.355)  -0.7069
S (0.028, 1.255, -1.052)  0.1589
C (-0.563, 0.688, 0.517)  -0.1578
O (0.354, 1.102, 1.415)  -0.5034
C (1.519, 0.326, 1.240)  -0.0982
C (0.916, -1.078, 1.280)  -0.5583
C (-0.488, -0.883, 0.506)  0.5954
O (-1.121, -1.627, -0.223)  -0.5386
H (-0.849, 1.049, -3.264)  0.2328
H (-2.152, 0.848, -2.002)  0.2152
H (-1.166, -0.623, -2.328)  0.2484
H (-1.645, 0.957, 0.702)  0.2197
H (2.163, 0.574, 2.142)  0.2118
H (2.003, 0.375, 0.282)  0.2046
H (1.534, -1.971, 0.894)  0.2400
H (0.622, -1.489, 2.246)  0.2365

Its HOMO-LUMO gap is 9.411 eV. As for the HOMO energy: -8.65 eV. As for the lowest unoccupied orbital energy: 0.0281 Eh.


Name the most stable of them. arrangement iv.


Arrangement i

A 2-piece molecular cluster, C5H8O2S overall. Source: the Open Molecules 2025 dataset; level of theory: ωB97M-V with the def2-TZVPD basis set.

Each line ends with the natural charge from an NBO analysis.
Positions of all 16 atoms, in Å:
C (-1.006, 0.464, 2.648)  -0.7411
S (-0.929, 1.784, 1.356)  0.1900
C (-0.701, 1.072, -0.259)  -0.5143
C (0.582, 1.425, -0.650)  0.1831
O (1.323, 1.282, -1.710)  -0.6498
H (-0.397, -0.340, 2.232)  0.2319
H (-1.894, 0.164, 3.114)  0.2130
H (-0.333, 0.901, 3.476)  0.2221
H (-1.503, 0.769, -0.918)  0.2167
H (1.197, 1.743, 0.224)  0.1763
H (0.986, 1.485, -2.458)  0.4734
C (0.300, -2.445, -1.789)  -0.7861
C (0.782, -1.873, -0.731)  0.7262
O (0.970, -1.774, 0.379)  -0.4401
H (-0.356, -1.873, -2.306)  0.2407
H (0.980, -2.784, -2.607)  0.2581

Its HOMO-LUMO gap is 9.032 eV. As for the HOMO energy: -8.46 eV. As for the lowest unoccupied orbital energy: 0.0209 Eh.


Arrangement ii

C5H8O2S in the gas phase. Source: the Open Molecules 2025 dataset; level of theory: ωB97M-V with the def2-TZVPD basis set.

Each line ends with the natural charge from an NBO analysis.
Positions of all 16 atoms, in Å:
O (-1.999, 1.861, 0.045)  -0.7034
C (-0.582, 1.793, 0.200)  -0.0425
C (0.131, 0.597, -0.419)  -0.3688
C (-0.222, -0.761, 0.159)  -0.0805
S (-1.340, -1.797, -0.202)  0.1186
C (1.040, -0.733, 0.992)  -0.5218
C (1.557, 0.443, 0.151)  0.1150
O (2.659, 0.146, -0.634)  -0.6887
H (-2.191, 1.402, -0.816)  0.4718
H (-0.037, 2.660, -0.282)  0.1753
H (-0.381, 1.686, 1.282)  0.1741
H (0.146, 0.697, -1.534)  0.2271
H (1.606, -1.668, 0.896)  0.2288
H (0.897, -0.551, 2.042)  0.2506
H (1.940, 1.345, 0.704)  0.1821
H (2.636, -0.909, -0.844)  0.4626

Its HOMO-LUMO gap is 8.524 eV. As for the HOMO energy: -8.78 eV. As for the lowest unoccupied orbital energy: -0.0094 Eh.


Arrangement iii

C5H8O2S in the gas phase. Source: the Open Molecules 2025 dataset; level of theory: ωB97M-V with the def2-TZVPD basis set.

Each line ends with the natural charge from an NBO analysis.
Positions of all 16 atoms, in Å:
C (-2.153, 1.264, -1.324)  -0.1772
C (-1.238, 0.657, -0.862)  -0.0737
C (-0.014, 0.230, -0.127)  0.4445
S (0.324, 1.411, 1.388)  -0.1532
O (1.082, 0.322, -1.064)  -0.5263
C (2.286, -0.379, -0.806)  -0.2423
O (-0.156, -1.027, 0.429)  -0.5385
C (-1.268, -1.229, 1.280)  -0.2692
H (-2.906, 1.482, -2.007)  0.2313
H (0.956, 2.417, 0.597)  0.1605
H (2.692, 0.164, 0.124)  0.1713
H (2.816, -0.128, -1.642)  0.1962
H (2.246, -1.379, -0.542)  0.1878
H (-1.192, -2.336, 1.595)  0.2137
H (-2.250, -0.756, 0.788)  0.1985
H (-1.225, -0.714, 2.174)  0.1766

Its HOMO-LUMO gap is 10.044 eV. As for the HOMO energy: -9.28 eV. As for the lowest unoccupied orbital energy: 0.0282 Eh.


Name the most stable of them. arrangement ii.